No. 1
Formula: C17H14Cl3N4O2Pd
Source: the Open Molecules 2025 dataset
Level of theory: ωB97M-V/def2-TZVPD

Summary:
- net charge = -1
- HOMO level (eV) = -3.78
- maximum force (eV/A) = 0.8
- LUMO (Ha) = 0.0837
- energy above the lowest of the compared OMol25 structures with the same formula, charge and spin (kcal/mol) = 1.1

Positions of all 41 atoms, in Å:
Pd 0.506 2.013 -0.187
Cl 7.239 5.123 -0.570
C 5.627 4.613 -0.117
C 4.966 3.665 -0.878
C 3.695 3.275 -0.507
Cl 2.870 2.082 -1.465
C 2.990 3.782 0.624
O 1.826 3.422 0.969
C 3.748 4.752 1.347
Cl 3.008 5.452 2.760
C 5.019 5.161 1.001
H 5.433 3.232 -1.751
H 5.529 5.901 1.600
N -1.194 1.080 -0.278
C -2.202 0.525 -0.368
C -3.450 -0.167 -0.455
C -4.647 0.540 -0.586
C -5.847 -0.144 -0.678
C -5.869 -1.531 -0.635
C -4.680 -2.236 -0.497
C -3.473 -1.564 -0.408
H -4.621 1.621 -0.621
H -6.771 0.409 -0.785
H -6.810 -2.061 -0.708
H -4.694 -3.318 -0.462
H -2.537 -2.094 -0.284
C 0.013 -3.551 1.806
N -0.120 -3.027 0.463
C -0.201 -3.961 -0.640
C 0.393 -3.144 -1.800
O 0.469 -3.557 -2.933
N 0.918 -1.981 -1.289
C 0.648 -1.961 -0.011
N 1.084 -1.039 0.855
H -0.814 -4.232 2.003
H -0.043 -2.758 2.547
H 0.955 -4.094 1.946
H -1.225 -4.264 -0.867
H 0.403 -4.858 -0.467
H 1.246 -0.066 0.576
H 0.612 -1.040 1.746



No. 2
Formula: C17H14ClMnNO3S
Source: the Open Molecules 2025 dataset
Level of theory: ωB97M-V/def2-TZVPD

Summary:
- net charge = -1
- HOMO level (spin up / spin down) (eV) = -2.27 / -2.36
- maximum force (eV/A) = 2.3
- LUMO (spin up / spin down) (Ha) = 0.0418 / 0.0810
- ⟨S²⟩ = 6.18
- spin multiplicity = 5

Positions of all 38 atoms, in Å:
C 2.520 -2.671 0.623
C 2.560 -2.336 -0.765
C 1.212 -2.168 -1.236
H 3.453 -2.280 -1.383
C 0.326 -2.412 -0.105
C 1.159 -2.741 1.036
H 0.791 -3.059 2.018
H 3.387 -2.911 1.245
H 0.898 -1.896 -2.239
H -0.757 -2.450 -0.140
Mn 1.464 -0.696 0.205
Cl 2.979 0.554 -0.720
C 1.533 1.739 -3.465
C 0.308 1.075 -3.761
C 0.612 -0.133 -4.455
H -0.683 1.442 -3.538
C 2.031 -0.225 -4.570
C 2.599 0.932 -3.957
H 3.657 1.156 -3.883
H 1.633 2.696 -2.966
H -0.114 -0.836 -4.851
H 2.586 -1.019 -5.061
O 0.509 -0.350 2.923
C -0.431 0.094 2.224
N -0.269 0.117 0.873
S -1.612 0.337 -0.149
O -2.276 1.658 0.660
O -1.043 0.897 -1.367
C -2.364 1.613 2.024
C -3.281 2.489 2.614
C -3.627 2.272 3.945
C -3.040 1.221 4.666
C -2.001 0.483 4.105
C -1.670 0.659 2.757
H -3.799 3.189 1.961
H -4.415 2.866 4.404
H -3.382 0.980 5.674
H -1.456 -0.285 4.654



No. 3
Formula: C17H14ClNO3SSc
Source: the Open Molecules 2025 dataset
Level of theory: ωB97M-V/def2-TZVPD

Summary:
- net charge = -1
- HOMO level (eV) = -3.49
- maximum force (eV/A) = 2.7
- LUMO (Ha) = 0.0723

Positions of all 38 atoms, in Å:
C -2.265 -1.630 -1.722
C -1.530 -1.813 -2.955
C -1.271 -0.519 -3.509
H -1.318 -2.783 -3.416
C -1.724 0.468 -2.586
C -2.369 -0.202 -1.502
H -2.972 0.280 -0.726
H -2.772 -2.412 -1.135
H -0.798 -0.312 -4.477
H -1.633 1.554 -2.691
Sc -0.185 -1.294 -0.794
Cl 0.524 -3.482 -0.389
C 2.705 -0.495 -1.348
C 2.255 0.734 -1.941
C 1.746 0.431 -3.244
H 2.337 1.728 -1.500
C 1.876 -0.972 -3.464
C 2.474 -1.554 -2.300
H 2.770 -2.595 -2.167
H 3.227 -0.585 -0.394
H 1.333 1.157 -3.943
H 1.565 -1.504 -4.363
O -1.698 -1.142 1.016
C -0.938 -0.232 1.488
N 0.063 0.228 0.663
S 0.976 1.517 1.255
O 2.355 1.094 1.291
O 0.564 2.741 0.608
C 0.178 1.361 2.813
C 0.518 2.064 3.962
C -0.145 1.785 5.158
C -1.133 0.809 5.209
C -1.461 0.113 4.041
C -0.836 0.413 2.816
H 1.291 2.818 3.913
H 0.119 2.325 6.065
H -1.627 0.595 6.159
H -2.197 -0.687 4.109



No. 4
Formula: C17H14F3N3O4S2
Source: the Open Molecules 2025 dataset
Level of theory: ωB97M-V/def2-TZVPD

Summary:
- net charge = 0
- HOMO level (eV) = -8.07
- maximum force (eV/A) = 3.0
- LUMO (Ha) = 0.0129

Positions of all 43 atoms, in Å:
O 1.291 -2.582 3.450
C 1.416 -1.675 4.229
N 1.388 -1.982 5.575
C 1.456 -1.025 6.590
C 1.439 0.297 6.221
C 1.418 0.706 4.821
C 1.508 2.043 4.484
C 1.588 2.465 3.174
F 1.714 3.810 2.905
C 1.589 1.524 2.136
N 1.849 2.013 0.878
S 2.672 1.202 -0.403
O 3.709 0.304 0.137
O 3.154 2.329 -1.187
C 1.338 0.312 -1.238
C 1.159 -1.053 -1.288
C 0.012 -1.384 -2.103
C -0.629 -0.320 -2.660
N -1.746 -0.351 -3.536
C -2.287 -1.527 -4.269
C -3.060 -0.927 -5.429
O -4.193 -1.729 -5.829
C -3.590 0.387 -4.837
F -3.922 1.250 -5.848
F -4.706 0.166 -4.083
C -2.409 0.861 -3.918
S 0.110 1.180 -2.078
C 1.480 0.157 2.427
C 1.421 -0.263 3.807
H 1.427 -2.977 5.871
H 1.492 -1.331 7.660
H 1.454 1.005 7.036
H 1.454 2.807 5.255
H 2.013 3.012 0.776
H 1.814 -1.800 -0.859
H -0.277 -2.419 -2.257
H -1.457 -2.195 -4.627
H -2.951 -2.126 -3.669
H -2.353 -0.656 -6.242
H -4.901 -1.788 -5.148
H -2.753 1.423 -3.060
H -1.718 1.462 -4.521
H 1.586 -0.604 1.659



No. 5
Formula: C17H14N4O2
Source: the Open Molecules 2025 dataset
Level of theory: ωB97M-V/def2-TZVPD

Summary:
- net charge = 0
- HOMO level (eV) = -8.53
- maximum force (eV/A) = 5.4
- LUMO (Ha) = -0.0215
- energy above the lowest of the compared OMol25 structures with the same formula, charge and spin (kcal/mol) = 0.0

Positions of all 37 atoms, in Å:
N -2.449 -3.003 2.003
C -1.202 -2.758 1.574
N -0.906 -1.496 1.477
C 0.392 -1.161 1.195
C 0.750 0.273 1.142
O 1.694 0.704 1.810
N 0.184 1.223 0.294
C 0.662 2.627 0.222
C -0.256 3.177 -0.800
C -0.469 4.516 -1.176
C -1.522 4.804 -2.046
C -2.285 3.794 -2.616
O -3.401 4.121 -3.302
C -2.006 2.455 -2.331
C -1.000 2.159 -1.386
C -0.693 0.830 -0.818
C 1.345 -2.201 1.045
C 2.736 -2.019 0.841
C 3.570 -3.090 0.686
C 3.075 -4.375 0.754
C 1.691 -4.577 1.012
C 0.849 -3.522 1.162
N -0.439 -3.805 1.455
H -2.519 -3.907 2.438
H -2.784 -2.255 2.553
H 0.532 3.144 1.148
H 1.709 2.581 -0.108
H 0.083 5.272 -0.671
H -1.773 5.852 -2.249
H -3.837 3.290 -3.521
H -2.616 1.652 -2.729
H -0.242 0.183 -1.597
H -1.627 0.370 -0.475
H 3.162 -1.036 0.840
H 4.614 -2.942 0.528
H 3.699 -5.262 0.622
H 1.279 -5.618 1.024



No. 6
Formula: C17H14N4O2Ti
Source: the Open Molecules 2025 dataset
Level of theory: ωB97M-V/def2-TZVPD

Summary:
- net charge = +1
- HOMO level (spin up / spin down) (eV) = -11.26 / -11.28
- maximum force (eV/A) = 3.3
- LUMO (spin up / spin down) (Ha) = -0.1395 / -0.1444
- ⟨S²⟩ = 0.75
- spin multiplicity = 2
- energy above the lowest of the compared OMol25 structures with the same formula, charge and spin (kcal/mol) = 18.0

Positions of all 38 atoms, in Å:
Ti -0.394 -0.220 0.463
O -1.727 -0.608 -0.555
C -1.940 -1.350 -1.634
C -3.066 -1.145 -2.436
C -3.311 -1.965 -3.520
C -2.459 -3.023 -3.823
C -1.332 -3.231 -3.063
C -1.022 -2.382 -1.985
C 0.197 -2.540 -1.264
N 0.601 -1.679 -0.369
N 1.734 -1.988 0.340
C 1.810 -1.295 1.438
O 0.859 -0.416 1.729
C 2.889 -1.554 2.387
C 3.912 -2.460 2.084
C 4.848 -2.787 3.046
C 4.779 -2.214 4.308
C 3.784 -1.298 4.609
C 2.844 -0.964 3.654
H -3.735 -0.332 -2.196
H -4.185 -1.792 -4.128
H -2.681 -3.674 -4.655
H -0.662 -4.044 -3.291
H 0.833 -3.403 -1.460
H 3.949 -2.906 1.103
H 5.624 -3.504 2.824
H 5.504 -2.479 5.060
H 3.729 -0.859 5.593
H 2.049 -0.267 3.880
N -0.088 2.647 1.546
C -0.948 3.566 2.011
C -2.197 3.241 1.524
C -2.002 2.096 0.755
N -0.708 1.746 0.763
H 0.912 2.609 1.711
H -0.644 4.385 2.629
H -3.115 3.764 1.693
H -2.726 1.550 0.170



No. 7
Formula: C17H14N7S2SbSe4V
Source: the Open Molecules 2025 dataset
Level of theory: ωB97M-V/def2-TZVPD

Summary:
- net charge = -2
- HOMO level (spin up / spin down) (eV) = -1.21 / -1.21
- maximum force (eV/A) = 5.7
- LUMO (spin up / spin down) (Ha) = 0.1376 / 0.1375
- ⟨S²⟩ = 3.78
- spin multiplicity = 4
- energy above the lowest of the compared OMol25 structures with the same formula, charge and spin (kcal/mol) = 98.8

Positions of all 46 atoms, in Å:
V -1.351 -1.805 -0.870
N 0.109 -6.204 -0.718
C -0.202 -4.873 -0.607
S -1.459 -4.261 -1.479
N 0.462 -4.224 0.292
N -0.105 -2.994 0.428
C 0.330 -2.241 1.408
C -0.042 -0.800 1.619
C 0.482 -0.378 2.865
C -0.002 0.856 3.276
C -0.656 1.597 2.337
C -0.866 1.183 1.001
N -0.664 -0.030 0.738
H -0.486 -6.732 -1.282
H 1.127 -6.118 -0.695
H 0.976 -2.644 2.123
H 1.145 -0.948 3.528
H 0.192 1.087 4.291
H -0.730 2.691 2.613
H -1.287 1.750 0.186
N -0.536 1.188 -2.194
C -0.623 2.417 -1.652
C -1.691 3.320 -1.282
C -1.355 4.293 -0.338
C -0.085 4.479 0.176
C 0.973 3.737 -0.402
C 0.638 2.732 -1.351
N 1.524 1.677 -1.559
C 0.777 0.778 -2.095
C 1.189 -0.563 -2.529
C 0.321 -1.536 -3.006
S 1.190 -3.059 -3.319
C 2.599 -2.243 -2.850
N 2.553 -0.972 -2.450
H -1.377 0.581 -2.580
H -2.735 3.094 -1.670
H -2.124 4.691 0.190
H 0.062 5.137 1.046
H 1.968 3.837 -0.002
H -0.750 -1.431 -3.116
H 3.532 -2.704 -3.181
Se 0.364 3.634 7.519
Sb -0.222 4.736 5.103
Se -3.339 -0.878 -1.715
Se -1.819 -5.295 -3.448
Se 1.988 3.437 5.653



No. 8
Formula: C17H15AgF6IN2O2PSbSe2Te2
Source: the Open Molecules 2025 dataset
Level of theory: ωB97M-V/def2-TZVPD

Summary:
- net charge = -2
- HOMO level (spin up / spin down) (eV) = -1.82 / -1.81
- maximum force (eV/A) = 1.8
- LUMO (spin up / spin down) (Ha) = 0.1289 / 0.1201
- ⟨S²⟩ = 0.76
- spin multiplicity = 2
- energy above the lowest of the compared OMol25 structures with the same formula, charge and spin (kcal/mol) = 89.4

Positions of all 50 atoms, in Å:
Ag -0.701 -0.144 -0.597
Se -0.346 0.953 -2.978
Te 2.125 1.381 -2.729
Te 2.141 -0.092 -0.439
Se 2.899 -2.240 -1.212
O -4.818 -1.548 0.234
C -3.633 -1.238 0.360
O -3.011 -0.286 -0.214
C -2.762 -2.056 1.357
P -1.330 -0.993 1.814
C -0.827 -1.730 3.421
C -0.552 -0.956 4.546
C -0.142 -1.548 5.731
C 0.002 -2.926 5.812
C -0.241 -3.705 4.690
C -0.635 -3.110 3.500
C -2.169 0.534 2.414
C -1.379 1.822 2.312
C -2.212 3.132 2.445
C -3.645 2.962 2.833
C -4.202 1.770 3.015
C -3.450 0.536 2.782
H -2.383 -2.929 0.820
H -3.339 -2.408 2.212
H -0.654 0.120 4.504
H 0.076 -0.928 6.592
H 0.306 -3.389 6.743
H -0.115 -4.780 4.738
H -0.794 -3.723 2.621
H -0.542 1.787 3.014
H -1.745 3.826 3.147
H -4.217 3.876 2.963
H -5.244 1.681 3.300
H -3.997 -0.394 2.876
I 0.008 6.138 1.070
C -0.596 4.167 0.952
C -2.042 3.702 0.976
N -1.868 2.514 0.161
N -0.776 1.930 0.917
C 0.136 3.062 0.965
H -2.811 4.392 0.642
H -2.657 1.865 0.136
H 1.203 2.922 1.068
F 1.577 -0.047 2.422
Sb 3.328 0.653 2.706
F 3.313 2.035 1.383
F 2.411 1.923 3.801
F 4.985 1.405 3.255
F 3.422 -0.579 4.142
F 4.337 -0.562 1.673